(1)
This record from the OMol25 dataset describes 2 unconnected molecules or ions with the total composition C6H11O2. The level of theory is wB97M-V/def2-TZVPD.

CARTESIAN COORDINATES (ANGSTROEM)
O: -0.927 -0.728 0.971
C: -1.862 -0.231 0.258
O: -1.837 -0.085 -1.007
C: -3.156 0.094 0.962
H: -3.981 -0.233 0.345
H: -3.174 -0.452 1.926
H: -3.251 1.207 1.190
C: 1.380 1.204 0.730
C: 1.122 0.667 -0.679
C: 2.033 -0.497 -0.931
C: 1.675 -1.777 -1.275
H: 2.375 1.699 0.889
H: 0.558 1.925 0.981
H: 1.455 0.322 1.397
H: 1.349 1.452 -1.388
H: 0.074 0.305 -0.791
H: 3.108 -0.293 -0.831
H: 2.428 -2.515 -1.493
H: 0.634 -2.063 -1.253

Results
- Charge: -1
- Relative energy (zero: lowest compared OMol25 entry of this formula, charge and spin): 109.97 kJ/mol
- Lowest unoccupied orbital energy: 4.1 eV
- Highest occupied orbital energy: -4.2 eV

***

(2)
This record from the OMol25 dataset describes 2 unconnected molecules or ions with the total composition C4H6N2O2. The level of theory is wB97M-V/def2-TZVPD.

CARTESIAN COORDINATES (ANGSTROEM)
C: -0.473 -1.788 1.722
C: 0.411 -1.024 1.048
C: -0.724 0.527 -1.595
C: 1.386 -0.317 0.557
N: 0.375 0.984 -1.223
N: 1.230 1.827 -2.016
O: 1.476 2.882 -1.432
O: 1.685 1.309 -3.043
H: -0.012 -2.223 2.556
H: -1.187 0.768 -2.548
H: -1.526 -1.925 1.527
H: -1.130 -0.114 -0.722
H: 1.862 -0.591 -0.417
H: 1.741 0.604 0.887

Results
- Relative energy (zero: lowest compared OMol25 entry of this formula, charge and spin): 764.34 kJ/mol
- Lowest unoccupied orbital energy: -0.3 eV
- Highest occupied orbital energy: -9.3 eV
- SMILES: C=N[N+](=O)[O-].C=C=C

***

(3)
This record from the OMol25 dataset describes a single C10H15BO molecule. The level of theory is wB97M-V/def2-TZVPD.

CARTESIAN COORDINATES (ANGSTROEM)
O: -1.757 -0.554 -1.951
B: -0.811 -0.513 -0.992
C: 3.083 -0.700 -2.830
C: 1.936 -0.339 -3.578
C: 3.054 -0.950 -1.510
C: 0.661 -0.300 -2.959
C: 1.793 -0.944 -0.929
C: 0.659 -0.602 -1.626
C: -1.317 1.642 3.725
C: -1.264 -0.590 0.628
C: -1.762 0.605 2.746
C: -0.939 0.599 1.410
H: -2.682 -0.620 -1.608
H: 4.054 -0.588 -3.403
H: 2.089 0.086 -4.596
H: 3.976 -1.009 -0.963
H: -0.144 0.123 -3.512
H: 1.638 -1.155 0.105
H: -1.948 1.519 4.635
H: -0.325 1.404 4.139
H: -1.500 2.737 3.372
H: -2.296 -0.798 0.641
H: -0.787 -1.562 0.993
H: -1.557 -0.375 3.073
H: -2.878 0.682 2.536
H: -1.120 1.496 0.799
H: 0.148 0.708 1.656

Results
- Relative energy (zero: lowest compared OMol25 entry of this formula, charge and spin): 78.78 kJ/mol
- Lowest unoccupied orbital energy: 0.6 eV
- Highest occupied orbital energy: -9.1 eV
- SMILES: CCCCB(O)c1ccccc1

***

> Which formula does entry 1 have?

C6H11O2

***

Copy entry 3 word for word.
This record from the OMol25 dataset describes a single C10H15BO molecule. The level of theory is wB97M-V/def2-TZVPD.

CARTESIAN COORDINATES (ANGSTROEM)
O: -1.757 -0.554 -1.951
B: -0.811 -0.513 -0.992
C: 3.083 -0.700 -2.830
C: 1.936 -0.339 -3.578
C: 3.054 -0.950 -1.510
C: 0.661 -0.300 -2.959
C: 1.793 -0.944 -0.929
C: 0.659 -0.602 -1.626
C: -1.317 1.642 3.725
C: -1.264 -0.590 0.628
C: -1.762 0.605 2.746
C: -0.939 0.599 1.410
H: -2.682 -0.620 -1.608
H: 4.054 -0.588 -3.403
H: 2.089 0.086 -4.596
H: 3.976 -1.009 -0.963
H: -0.144 0.123 -3.512
H: 1.638 -1.155 0.105
H: -1.948 1.519 4.635
H: -0.325 1.404 4.139
H: -1.500 2.737 3.372
H: -2.296 -0.798 0.641
H: -0.787 -1.562 0.993
H: -1.557 -0.375 3.073
H: -2.878 0.682 2.536
H: -1.120 1.496 0.799
H: 0.148 0.708 1.656

Results
- Relative energy (zero: lowest compared OMol25 entry of this formula, charge and spin): 78.78 kJ/mol
- Lowest unoccupied orbital energy: 0.6 eV
- Highest occupied orbital energy: -9.1 eV
- SMILES: CCCCB(O)c1ccccc1

***

Copy entry 3 word for word.
This record from the OMol25 dataset describes a single C10H15BO molecule. The level of theory is wB97M-V/def2-TZVPD.

CARTESIAN COORDINATES (ANGSTROEM)
O: -1.757 -0.554 -1.951
B: -0.811 -0.513 -0.992
C: 3.083 -0.700 -2.830
C: 1.936 -0.339 -3.578
C: 3.054 -0.950 -1.510
C: 0.661 -0.300 -2.959
C: 1.793 -0.944 -0.929
C: 0.659 -0.602 -1.626
C: -1.317 1.642 3.725
C: -1.264 -0.590 0.628
C: -1.762 0.605 2.746
C: -0.939 0.599 1.410
H: -2.682 -0.620 -1.608
H: 4.054 -0.588 -3.403
H: 2.089 0.086 -4.596
H: 3.976 -1.009 -0.963
H: -0.144 0.123 -3.512
H: 1.638 -1.155 0.105
H: -1.948 1.519 4.635
H: -0.325 1.404 4.139
H: -1.500 2.737 3.372
H: -2.296 -0.798 0.641
H: -0.787 -1.562 0.993
H: -1.557 -0.375 3.073
H: -2.878 0.682 2.536
H: -1.120 1.496 0.799
H: 0.148 0.708 1.656

Results
- Relative energy (zero: lowest compared OMol25 entry of this formula, charge and spin): 78.78 kJ/mol
- Lowest unoccupied orbital energy: 0.6 eV
- Highest occupied orbital energy: -9.1 eV
- SMILES: CCCCB(O)c1ccccc1

***

> highest occupied orbital energy of number 3 (C10H15BO)?

-9.1 eV